[1]
Formula: C28H42AsCaF6O21
Source: the OMol25 dataset
Level of theory: ωB97M-V/def2-TZVPD

Values from the calculation:
HOMO level ... -12.46 eV
Net charge ... +1
Orbital gap ... 10.770 eV
Relative energy (zero: lowest compared OMol25 entry of this formula, charge and spin) ... 0.566 eV

Element x y z (Å)
Ca 0.55351 -0.55674 -0.51845
As 2.00153 -4.01990 0.61614
F 0.42700 -4.19403 1.35910
F 2.49198 -5.57246 1.23611
F 3.55821 -3.71507 -0.04815
F 1.50086 -2.44211 -0.01641
F 2.48594 -3.19026 2.08456
F 1.35938 -4.73881 -0.84318
C -0.61384 0.51261 -7.21968
C 0.44509 0.74796 -6.14991
C 0.49263 2.19022 -5.60064
O 0.48202 2.02663 -4.18622
C 0.27365 0.75077 -3.87706
O 0.19785 0.30441 -2.77217
O 0.02682 0.02702 -4.98325
H -0.31362 0.89299 -8.19300
H -1.50295 1.03794 -6.86641
H -0.86443 -0.54474 -7.26269
H 1.46573 0.50438 -6.45567
H -0.38784 2.75716 -5.90824
H 1.42592 2.67780 -5.87608
C -2.63333 -6.27380 -0.83924
C -1.45256 -5.45213 -1.35049
C -1.31922 -5.17330 -2.85909
O -1.17002 -3.75086 -2.90845
C -1.27576 -3.22200 -1.68764
O -1.13979 -2.05881 -1.44930
O -1.62872 -4.15738 -0.80250
H -3.55102 -5.94434 -1.34135
H -2.79860 -6.08264 0.21794
H -2.57804 -7.34748 -1.01493
H -0.57206 -5.96241 -0.95487
H -2.13822 -5.51966 -3.48870
H -0.41810 -5.64079 -3.25198
C -5.59816 1.42544 1.62602
C -4.18839 1.81204 1.25135
C -3.18740 1.75854 2.39677
O -1.99450 1.31100 1.73127
C -2.31017 0.83955 0.53602
O -1.52779 0.36231 -0.23240
O -3.63700 0.86982 0.35179
H -5.61723 0.48395 2.17875
H -6.23906 1.40157 0.74439
H -6.10548 2.15054 2.26774
H -4.31060 2.80471 0.80095
H -3.47381 1.03252 3.15854
H -3.03935 2.73877 2.84278
C -0.24143 2.06436 4.71776
C 1.15516 1.82428 4.19194
C 1.88260 0.60486 4.83122
O 2.27197 -0.18310 3.71272
C 1.83568 0.34712 2.59028
O 2.01003 -0.12153 1.50702
O 1.09901 1.45560 2.81707
H -0.71874 2.87022 4.15523
H -0.25764 2.44836 5.74046
H -0.84620 1.15964 4.66177
H 1.75925 2.73119 4.27280
H 1.16516 0.01059 5.39544
H 2.70927 0.94379 5.44773
C -2.50663 -4.92543 3.25366
C -2.46635 -3.42637 3.44549
C -1.38163 -2.98465 4.44658
O -0.74772 -1.87907 3.80750
C -1.01978 -1.93963 2.49966
O -0.52163 -1.26535 1.65781
O -1.97738 -2.83464 2.24151
H -2.98817 -5.43385 4.09283
H -1.51161 -5.36947 3.19968
H -3.07019 -5.17048 2.35482
H -3.44988 -3.11799 3.80556
H -0.67799 -3.80085 4.61051
H -1.79266 -2.70918 5.41493
C 0.78490 5.58301 2.59767
C 0.51030 5.29200 1.13259
C 1.74720 5.45810 0.22746
O 1.83028 4.21976 -0.45390
C 0.98784 3.32957 0.07114
O 0.89929 2.19638 -0.27327
O 0.22643 3.89231 1.02158
H 1.71288 5.11658 2.92726
H 0.00701 5.18740 3.25778
H 0.74412 6.64516 2.84748
H -0.33169 5.89211 0.78886
H 2.68068 5.60335 0.77700
H 1.65128 6.37773 -0.35148
C 4.11804 2.49746 -4.63011
C 4.70064 1.75517 -3.43277
C 4.72724 2.63356 -2.17684
O 4.20394 1.76667 -1.16763
C 3.49748 0.81224 -1.73913
O 2.77415 0.06626 -1.15813
O 3.69031 0.77148 -3.06791
H 4.81239 3.25909 -4.99295
H 3.19887 3.01287 -4.35422
H 3.90910 1.83133 -5.46688
H 5.66925 1.28407 -3.57574
H 4.15948 3.56097 -2.19954
H 5.77504 2.79596 -1.92234

Force components x, y, z for each atom (eV/Å):
Ca 0.065 0.532 0.302
As 0.548 -0.603 1.710
F 0.024 -0.032 -0.284
F -0.242 0.631 -0.391
F -0.289 -0.260 -0.301
F -0.089 -0.215 -0.371
F -0.120 -0.380 -0.533
F 0.389 0.288 0.191
C 0.169 0.240 0.668
C -0.455 0.786 -0.158
C -0.037 -0.220 -0.584
O 0.416 0.309 0.457
C -0.880 -0.540 -0.504
O 0.319 0.152 0.265
O 0.803 -0.357 0.307
H 0.001 -0.045 -0.024
H -0.133 -0.030 -0.289
H 0.177 -0.046 -0.212
H -0.186 -0.691 0.124
H 0.161 0.160 0.113
H -0.220 0.243 -0.044
C -0.954 0.336 -0.893
C -0.793 -1.614 0.346
C 0.422 -0.567 0.332
O 0.164 0.172 -0.430
C -0.434 -1.234 -0.121
O 0.313 0.453 0.160
O 0.627 0.972 0.318
H 0.026 0.034 0.026
H 0.324 -0.097 0.096
H 0.417 0.042 0.022
H 0.299 0.758 -0.039
H -0.330 0.365 0.210
H 0.123 0.203 0.011
C -0.508 -0.255 0.317
C -1.383 0.385 0.952
C -0.150 0.297 -0.334
O 0.329 0.657 0.660
C -0.129 -0.787 0.071
O -0.549 0.637 -0.177
O 0.154 0.142 -1.041
H -0.085 -0.144 -0.323
H 0.173 -0.400 -0.086
H 0.492 0.244 0.097
H 0.826 -0.097 -0.243
H 0.068 -0.052 -0.014
H 0.275 -0.081 0.066
C -0.212 0.546 0.029
C 0.099 -0.393 0.468
C -1.105 0.628 -0.153
O 0.921 -0.093 0.688
C -0.738 0.055 -0.475
O 0.033 0.203 -0.191
O 0.153 0.112 -0.353
H -0.022 -0.216 -0.294
H 0.330 -0.325 0.116
H 0.012 -0.014 -0.058
H -0.001 -0.020 -0.017
H 0.182 -0.018 0.248
H 0.279 -0.429 -0.113
C -0.016 -0.504 0.212
C 1.030 -1.073 0.881
C -0.494 -0.708 0.300
O 0.237 0.165 0.220
C -0.600 -0.599 -0.080
O 0.464 0.495 -0.137
O -0.745 0.407 -0.110
H -0.181 0.248 0.039
H 0.075 0.245 -0.342
H 0.025 -0.001 -0.012
H -0.083 0.707 -0.784
H 0.307 0.193 -0.149
H 0.071 0.371 -0.069
C -0.501 0.092 0.578
C 0.698 0.095 0.965
C -0.011 0.744 1.125
O 0.461 0.432 -0.990
C -0.628 -0.030 0.247
O 0.102 -0.427 -0.214
O -0.292 0.016 -0.173
H 0.148 0.223 -0.096
H -0.152 -0.288 -0.378
H 0.508 0.076 -0.353
H -0.136 -0.290 -0.203
H -0.139 -0.245 0.285
H -0.115 -0.609 -0.887
C 0.703 0.093 -0.264
C -1.847 0.890 -0.139
C 1.328 -0.627 0.176
O 0.028 0.599 0.422
C -0.187 -0.407 -0.586
O -0.331 -0.419 0.080
O 0.534 -0.033 0.100
H 0.064 -0.050 0.033
H -0.038 -0.138 0.198
H 0.072 -0.127 0.072
H -0.141 -0.253 -0.283
H -0.113 -0.077 -0.173
H -0.178 0.488 0.168

[2]
Formula: C28H42BrN3P2Pd
Source: the OMol25 dataset
Level of theory: ωB97M-V/def2-TZVPD

Values from the calculation:
HOMO level (alpha / beta) ... -12.77 / -12.76 eV
Net charge ... +2
2S+1 ... 3
Orbital gap (alpha / beta) ... 5.969 / 3.083 eV
Relative energy (zero: lowest compared OMol25 entry of this formula, charge and spin) ... 1.985 eV

Element x y z (Å)
C -0.80469 7.18977 -3.54279
C -0.98622 5.81605 -3.80612
C -1.29438 5.41794 -5.12318
C -1.41322 6.40712 -6.11317
N -1.23970 7.69821 -5.83903
C -0.94475 8.09955 -4.60431
C -0.87244 4.83205 -2.75278
C -0.81729 3.97592 -1.87770
C -0.67400 3.01428 -0.82768
C 0.41610 3.15447 0.04038
C 0.61695 2.22415 1.06328
C -0.28355 1.18182 1.17245
C -1.40972 1.01997 0.36470
C -1.58616 1.95568 -0.66648
Pd 0.17551 -0.13517 2.67270
P 1.82455 -1.21853 1.65734
H -1.44399 4.36923 -5.37324
H -0.56599 7.54689 -2.54260
H -1.65399 6.12394 -7.13866
H -0.81175 9.16797 -4.42785
H -2.43335 1.87573 -1.34463
H 1.10751 3.98582 -0.07425
H -2.10974 0.20987 0.53814
H 1.44514 2.32636 1.74980
C 2.10974 -2.83314 2.45060
C 3.08442 -3.80200 1.76736
H 1.10490 -3.26878 2.54052
H 2.41908 -2.62016 3.48346
H 3.30514 -4.62972 2.45375
H 2.65387 -4.24941 0.86363
H 4.04310 -3.33806 1.50640
C 1.60837 -1.44014 -0.13645
C 2.66825 -0.77881 -1.01450
H 0.61607 -1.00457 -0.33515
H 1.53320 -2.51937 -0.34860
H 2.42039 -0.95071 -2.06939
H 2.70411 0.30977 -0.86818
H 3.67194 -1.19612 -0.85442
C 3.25066 -0.13460 1.99571
C 4.63124 -0.78676 1.96860
H 3.06953 0.30417 2.98793
H 3.19840 0.70469 1.28827
H 5.39284 -0.00956 2.11619
H 4.74992 -1.51106 2.78383
H 4.85538 -1.27191 1.01082
Br -0.83344 -1.72496 4.42631
P -2.83414 -3.74973 -1.55461
C -0.98753 -3.82070 -1.44756
C -0.44733 -5.24232 -1.60217
H -0.70930 -3.39136 -0.47302
H -0.60961 -3.16409 -2.24707
H 0.61716 -5.20024 -1.85932
H -0.54204 -5.81303 -0.66917
H -0.96392 -5.78965 -2.40218
C -3.28163 -3.44958 0.21473
C -4.69147 -3.95869 0.51992
H -3.18678 -2.37258 0.42437
H -2.52877 -3.99523 0.80436
H -4.79008 -4.12731 1.59673
H -5.45735 -3.22900 0.23245
H -4.89744 -4.90432 0.00059
C -3.05263 -2.03574 -2.21679
C -3.30046 -2.02634 -3.72479
H -2.15013 -1.46439 -1.95464
H -3.91111 -1.61326 -1.67340
H -3.76774 -1.07724 -4.00721
H -2.36492 -2.11604 -4.29003
H -3.97233 -2.83835 -4.03046
N 0.32945 0.98873 5.58889
C 1.03223 1.75284 6.45294
C 1.91849 2.49098 5.66766
C 1.72742 2.07214 4.34611
N 0.72342 1.17106 4.31375
H -0.26348 0.16611 5.80410
H 0.89087 1.74298 7.51918
H 2.67545 3.17109 5.98242
H 2.29770 2.33541 3.46318

Force components x, y, z for each atom (eV/Å):
C -0.083 -0.112 -0.398
C -0.033 0.324 -0.306
C 0.009 0.442 0.034
C 0.211 -0.364 1.079
N -0.056 0.379 -0.419
C 0.004 -1.044 0.437
C -0.028 -1.261 1.194
C -0.188 1.474 -1.580
C 0.054 0.042 -0.132
C 0.140 -0.244 0.534
C -0.521 0.511 -1.003
C 1.321 -0.618 0.844
C 0.671 0.390 -0.089
C 0.098 -0.185 0.363
Pd -2.472 -0.377 0.901
P 0.922 0.356 -0.062
H 0.049 0.233 0.117
H -0.063 -0.154 -0.218
H 0.067 0.211 0.223
H -0.061 -0.266 -0.169
H 0.131 0.068 0.175
H -0.201 -0.110 -0.089
H -0.036 0.045 -0.104
H -0.048 0.037 -0.213
C -0.376 -0.082 0.265
C 0.163 -0.078 -0.156
H 0.234 -0.054 0.063
H -0.086 0.057 -0.200
H -0.113 0.231 -0.134
H 0.092 0.162 0.133
H -0.305 -0.133 0.050
C -0.503 -0.161 -0.205
C 0.223 0.130 -0.353
H 0.309 -0.116 -0.155
H 0.127 0.286 0.162
H 0.034 0.052 0.231
H -0.012 -0.333 -0.010
H -0.332 0.143 0.026
C 0.069 0.238 0.006
C 0.417 0.024 0.018
H 0.028 -0.259 -0.203
H -0.055 -0.217 0.086
H -0.194 -0.193 -0.014
H -0.034 0.116 -0.257
H -0.071 0.079 0.280
Br 0.263 -0.159 -0.504
P 1.829 3.255 1.972
C -0.010 -0.835 -0.893
C 0.435 -0.269 0.060
H -0.364 -0.002 -0.229
H -0.155 -0.253 0.189
H -0.205 -0.121 0.071
H -0.057 0.093 -0.271
H 0.240 0.140 0.209
C -0.405 -1.304 0.038
C -0.357 0.003 0.367
H 0.145 -0.274 -0.363
H -0.280 0.122 -0.116
H -0.082 0.009 -0.215
H 0.155 -0.192 -0.032
H -0.004 0.222 0.277
C -1.084 -0.500 -0.726
C -0.025 0.325 -0.386
H -0.111 -0.347 0.170
H 0.198 -0.138 -0.193
H 0.119 -0.206 -0.059
H -0.218 -0.064 0.110
H 0.121 0.290 0.026
N -0.096 -0.454 0.581
C 0.310 0.266 -1.478
C 0.029 -0.515 -0.165
C -0.755 -0.321 0.979
N 0.956 0.440 -0.388
H 0.272 0.788 -0.342
H -0.181 -0.115 -0.008
H 0.150 0.340 0.311
H -0.340 0.111 0.255

[3]
Formula: C28H42CrO16
Source: the OMol25 dataset
Level of theory: ωB97M-V/def2-TZVPD

Values from the calculation:
HOMO level (alpha / beta) ... -11.80 / -11.80 eV
Net charge ... +1
2S+1 ... 4
Orbital gap (alpha / beta) ... 4.630 / 6.920 eV
Relative energy (zero: lowest compared OMol25 entry of this formula, charge and spin) ... 5.004 eV

Element x y z (Å)
Cr -9.81690 -7.72577 29.86226
C -12.86112 -9.80621 31.64252
C -11.88703 -8.69387 31.08816
O -10.84435 -8.35782 31.68708
O -11.90798 -8.32939 29.92898
H -12.44735 -10.75330 31.29624
H -13.80874 -9.80988 31.10390
H -12.90310 -9.88991 32.72849
C -8.82960 -10.65448 27.19942
C -9.36627 -9.67652 28.24667
O -9.76743 -8.56645 27.85262
O -9.28461 -9.81617 29.47662
H -8.41707 -10.13340 26.33547
H -9.71024 -11.12355 26.76062
H -8.09058 -11.34910 27.59873
O -12.23206 -6.38049 24.95151
C -11.41727 -7.26704 24.74153
O -11.71101 -8.41690 24.13149
C -10.54434 -9.17141 23.88350
C -9.35876 -8.14790 23.91326
C -9.91486 -7.18434 24.92682
H -10.55800 -9.72291 22.94342
H -10.40109 -9.94700 24.63586
H -9.20304 -7.66636 22.94787
H -8.38453 -8.51347 24.23779
H -9.53816 -6.18132 24.72643
H -9.68840 -7.49990 25.94527
O -14.55013 -10.81077 24.68107
C -14.23258 -11.08711 25.82731
O -15.01824 -11.84512 26.64368
C -14.50466 -12.27614 27.89535
C -13.13874 -11.58927 27.86557
C -12.99232 -10.63636 26.62059
H -14.39534 -13.35835 27.96581
H -15.11598 -11.86164 28.69696
H -12.36584 -12.35690 27.82728
H -12.98553 -10.88566 28.68383
H -11.97492 -10.73382 26.24178
H -13.06847 -9.59109 26.92013
O -5.95078 -8.94700 25.48986
C -4.83030 -8.65879 24.99662
O -3.79108 -8.27937 25.74915
C -2.65016 -7.98892 24.98301
C -3.10807 -8.00478 23.50907
C -4.45583 -8.60753 23.53384
H -1.81656 -8.68243 25.09375
H -2.30187 -6.97879 25.19849
H -2.36593 -8.46572 22.85725
H -3.06723 -6.97257 23.16126
H -4.53247 -9.67802 23.34343
H -5.23188 -8.12046 22.94340
O -5.04021 -14.73304 23.46186
C -6.09068 -14.35148 23.94015
O -7.04306 -15.24340 24.28887
C -8.15921 -14.48756 24.60748
C -7.64416 -13.12509 25.03009
C -6.47165 -12.93650 24.17310
H -8.52073 -15.01767 25.48861
H -8.78911 -14.50289 23.71804
H -7.32424 -13.11583 26.07204
H -8.40498 -12.34942 24.94299
H -5.62112 -12.48831 24.68674
H -6.65834 -12.49798 23.19282
O -10.81522 -6.08587 28.31132
C -10.81238 -5.03475 27.65730
O -9.67661 -4.48897 27.18763
C -9.99168 -3.29040 26.46379
C -11.37778 -2.89260 26.97405
C -11.98702 -4.27578 27.26594
H -10.00414 -3.61744 25.42408
H -9.25877 -2.48926 26.55933
H -11.83792 -2.24627 26.22663
H -11.37759 -2.39321 27.94292
H -12.55803 -4.81562 26.51055
H -12.56333 -4.14002 28.18112
O -4.74504 -14.29740 29.07928
C -4.80444 -13.05697 28.93360
O -3.73512 -12.31224 28.99478
C -3.94569 -10.88667 28.72989
C -5.44110 -10.78590 29.13134
C -6.01224 -12.18195 28.69054
H -3.71480 -10.65362 27.69043
H -3.34350 -10.19979 29.32458
H -5.83469 -9.89677 28.63875
H -5.45609 -10.63954 30.21137
H -6.15966 -12.24690 27.61250
H -6.88694 -12.49121 29.26268

Force components x, y, z for each atom (eV/Å):
Cr -3.680 -3.228 -2.128
C 0.875 0.823 -1.048
C -0.579 -3.407 3.120
O 2.084 1.023 1.255
O 0.270 1.529 -4.544
H 0.600 0.027 -0.050
H -0.199 0.587 0.473
H -0.185 0.540 -0.195
C -0.806 0.290 0.445
C 1.739 -0.342 -2.447
O -0.583 2.227 0.246
O 0.035 0.517 3.064
H 0.277 0.482 0.381
H 0.003 -0.636 0.276
H -0.502 -0.011 0.012
O 0.892 -1.587 0.085
C -0.219 2.044 -0.477
O -0.770 -0.280 -0.040
C 2.158 -0.405 -0.506
C -0.537 -0.636 0.237
C 0.071 0.702 0.046
H -0.669 0.382 -0.135
H -0.180 0.112 0.408
H -0.273 -0.064 -0.078
H -0.150 -0.490 -0.058
H -0.291 0.118 0.440
H 0.102 0.167 -0.018
O 0.557 -0.666 2.479
C 0.171 0.657 -1.834
O -1.377 -0.470 -1.247
C 1.226 1.824 -0.655
C 1.516 1.017 0.442
C -0.862 -1.394 1.242
H -0.393 0.099 -0.221
H -0.258 -0.316 -0.126
H 0.207 0.227 0.258
H 0.132 -0.696 0.632
H -0.471 -0.245 -0.856
H -0.406 0.014 -0.112
O 3.439 0.613 -1.282
C -3.415 0.398 1.302
O -0.600 -0.691 0.925
C 0.962 0.630 -1.624
C 1.635 0.924 -0.436
C -1.407 -0.945 0.580
H -0.343 -0.242 0.697
H -0.019 -0.191 0.496
H -0.196 -0.500 0.163
H -0.668 0.056 -0.077
H 0.430 -0.155 -0.811
H 0.064 -0.012 0.141
O -1.152 0.623 0.640
C 3.369 -2.317 -1.836
O 1.689 0.501 -0.612
C -1.211 -0.502 1.564
C -1.701 0.959 0.730
C 1.004 0.009 -0.293
H -1.153 0.170 -0.341
H -0.583 0.282 0.371
H -0.155 -0.367 0.071
H -0.090 -0.011 -0.101
H -0.068 0.363 -0.370
H 0.037 0.256 0.098
O 0.781 0.637 0.555
C 1.609 -1.548 0.120
O -0.163 -0.717 1.313
C -0.581 0.511 -0.441
C 0.166 -0.423 -0.881
C -1.080 1.462 0.683
H -0.239 0.342 -0.166
H 0.294 -0.484 0.427
H -0.403 -0.240 0.190
H 0.498 0.382 -0.237
H 0.116 0.168 -0.137
H -0.517 -0.517 -0.199
O -0.476 3.789 -0.561
C -0.698 -4.139 0.799
O 2.743 1.384 -0.085
C -1.609 -0.893 0.434
C 0.522 0.112 -1.162
C 0.681 1.130 0.682
H -0.275 -0.313 -0.149
H 0.315 -0.742 0.346
H -0.525 -0.145 0.004
H -0.330 -0.223 -0.011
H -0.335 0.246 -0.037
H 0.108 -0.169 -0.246